DFT (the ωB97M-V functional and the def2-TZVPD basis) results for C35H26BN7O4RhS as an isolated structure in a non-equilibrium geometry.

The geometry in XYZ format:
```
75
Properties=species:S:1:pos:R:3:forces:R:3:lowdin_charge:R:1
Rh 0.259919 -0.706158 0.834461 1.0 -0.9 -0.1 1.1359
N 1.785348 -3.098234 -2.557506 0.0 0.0 0.1 0.1652
C 1.752665 -2.197598 -1.585223 0.0 -0.1 0.0 -0.1135
N 1.025917 -2.315736 -0.508613 -0.5 0.4 -0.2 0.0638
C 0.171907 -3.396605 -0.367049 -0.1 -0.1 0.2 -0.2446
N -0.633229 -3.495409 0.654752 0.2 0.4 0.0 0.1251
N -0.578951 -2.367924 1.445970 -0.5 -0.3 0.5 -0.1253
C -1.199117 -2.351096 2.578736 0.4 0.2 -0.2 -0.0063
C -0.986453 -1.117334 3.333441 0.1 -0.2 -0.3 -0.2120
C -1.506210 -0.844086 4.585607 0.1 0.0 0.0 0.0173
C -1.183003 0.358140 5.196182 0.0 -0.1 0.0 -0.0199
C -0.337921 1.242860 4.545251 0.0 0.0 0.0 -0.0118
C 0.136477 0.924797 3.287340 0.0 -0.2 0.0 -0.0738
N -0.180009 -0.229091 2.688222 -0.5 1.0 0.7 -0.0475
C 0.192900 -4.440482 -1.383036 0.0 0.0 0.1 -0.0771
C -0.601038 -5.589418 -1.302265 0.0 0.0 0.0 0.0021
C -0.560525 -6.524872 -2.310195 0.0 0.0 0.0 -0.0491
C 0.266326 -6.326798 -3.420520 0.0 0.0 0.0 -0.0449
C 1.052124 -5.199826 -3.522754 0.0 0.0 0.1 0.0006
C 1.010587 -4.259572 -2.496589 0.1 0.1 -0.1 -0.1547
H 2.346629 -2.907806 -3.373903 0.0 0.0 0.0 0.1749
H 2.363491 -1.312266 -1.711315 0.0 0.0 0.0 0.1340
H -1.769717 -3.194606 2.941233 0.0 0.0 0.0 0.1440
H -2.150493 -1.566292 5.065630 0.0 0.0 0.0 0.1278
H -1.587022 0.597458 6.170055 0.0 0.0 0.0 0.1220
H -0.060051 2.187277 4.989588 0.0 0.0 0.0 0.1208
H 0.775364 1.588415 2.724443 0.0 0.0 -0.1 0.1304
H -1.240029 -5.719429 -0.440598 0.0 0.0 0.0 0.1181
H -1.170369 -7.415132 -2.249074 0.0 0.0 0.0 0.1141
H 0.289676 -7.064658 -4.210887 0.0 0.0 0.0 0.1169
H 1.691499 -5.040169 -4.381457 0.0 0.0 0.0 0.1221
O 1.409997 0.556068 -2.937400 0.0 -0.1 0.0 -0.2960
S 0.404036 0.728409 -1.912736 0.0 0.4 -0.3 0.5786
O -0.617469 -0.295484 -1.835338 -0.1 0.0 0.0 -0.3032
N 1.045866 0.844570 -0.447815 0.2 -0.2 0.5 -0.2185
C 2.346514 1.351210 -0.288836 -0.1 0.1 0.0 -0.2576
C 2.897299 2.318246 -1.097083 0.1 0.1 0.0 -0.0185
C 4.211030 2.787381 -0.894178 -0.1 0.0 0.0 -0.0527
C 4.982037 2.314517 0.126260 0.0 0.0 0.0 -0.0369
C 4.448074 1.335774 0.996160 0.1 0.0 0.0 -0.1536
C 5.177411 0.819602 2.092250 0.0 0.0 0.0 0.0003
C 4.611662 -0.110959 2.914004 -0.1 0.0 0.0 -0.0432
C 3.299962 -0.537862 2.630211 0.0 -0.1 0.1 -0.1333
N 2.594697 -0.091666 1.622011 0.0 -0.2 -0.3 0.0567
C 3.139874 0.844346 0.792841 -0.1 0.1 0.0 -0.1627
C -0.425278 2.251621 -2.252304 0.0 0.0 0.0 -0.2741
C -1.003460 2.399162 -3.509006 0.0 0.0 0.0 -0.0474
C -1.696623 3.560152 -3.799763 0.0 0.0 0.0 -0.0607
C -1.806108 4.565625 -2.844777 0.0 0.0 0.0 -0.0653
C -1.214509 4.413529 -1.601721 0.0 0.0 0.0 -0.0656
C -0.518604 3.249961 -1.297785 0.0 0.0 0.0 -0.0687
H 2.324215 2.728163 -1.915773 0.0 0.0 0.0 0.1078
H 4.598113 3.543486 -1.564302 0.0 0.0 0.0 0.1134
H 5.986775 2.680494 0.291482 0.0 0.0 0.0 0.1154
H 6.183394 1.180738 2.268309 0.0 0.0 0.0 0.1235
H 5.140956 -0.519903 3.762628 0.0 0.0 0.0 0.1082
H 2.821729 -1.278051 3.265516 0.0 0.0 0.0 0.1111
H -0.909772 1.613373 -4.246836 0.0 0.0 0.0 0.1211
H -2.151431 3.683547 -4.773314 0.0 0.0 0.0 0.1103
H -2.350113 5.471456 -3.077011 0.0 0.0 0.0 0.1088
H -1.290901 5.200336 -0.862832 0.0 0.0 0.0 0.1092
H -0.053974 3.115236 -0.331007 0.0 0.0 0.0 0.1085
O -2.695914 -0.399283 0.234412 0.0 -0.1 0.2 0.1713
B -1.503780 0.179783 0.638562 -0.4 -0.2 -0.6 -0.6343
O -1.692518 1.512392 0.995567 0.0 0.0 -0.1 0.1381
C -3.025724 1.773735 0.732424 0.1 0.0 0.0 -0.1886
C -3.710063 2.957181 0.871439 0.0 0.0 0.0 0.0084
C -5.061231 2.930665 0.526925 0.0 0.0 0.0 -0.0772
C -5.670678 1.766928 0.070961 0.0 0.0 0.0 -0.0764
C -4.960582 0.574750 -0.063818 0.0 0.0 0.0 0.0188
C -3.629132 0.615586 0.277616 0.0 0.0 0.0 -0.1856
H -3.224644 3.857159 1.222607 0.0 0.0 0.0 0.1208
H -5.645518 3.836405 0.614896 0.0 0.0 0.0 0.1053
H -6.720239 1.786723 -0.188874 0.0 0.0 0.0 0.1059
H -5.422067 -0.333453 -0.424498 0.0 0.0 0.0 0.1239
```
Forces are in eV/Å.

Computed properties:
HOMO level in eV: -10.18
Orbital gap in eV: 6.402
Multiplicity: 1
Total energy in eV: -69855.446
Largest force on an atom in eV Å⁻¹: 1.33
Energy above the lowest of the compared OMol25 structures with the same formula, charge and spin in kcal/mol: 0.0
E_LUMO in eV: -3.8
Charge: +1

DFT (the ωB97M-V functional and the def2-TZVPD basis) results for C52H54N8PSY as an isolated structure in a non-equilibrium geometry.

The geometry in XYZ format:
```
117
Properties=species:S:1:pos:R:3:forces:R:3:lowdin_charge:R:1
Y 0.059886 0.539496 0.418525 0.0 1.0 0.1 1.3937
C -1.104591 3.780399 -0.153038 0.1 -0.1 -0.1 -0.1994
C -2.129149 3.081499 -1.038642 0.1 0.0 0.1 -0.1645
N -1.955965 1.607724 -1.061734 0.0 0.0 0.0 -0.1156
C -3.255920 0.921334 -0.883565 0.0 0.0 0.2 -0.2739
C -3.837511 1.061150 0.514981 0.0 0.0 -0.1 -0.3964
S -2.654926 0.606486 1.818360 0.0 -0.2 -0.1 0.9258
C -2.609864 2.131485 2.779543 0.0 0.1 -0.1 -0.4059
C -2.095028 3.346630 2.016384 0.0 -0.1 0.0 -0.2224
N -0.930219 3.092254 1.132418 0.0 -0.2 0.1 -0.0942
H -0.140349 3.785007 -0.651679 -0.1 0.0 0.1 0.0667
H -1.398697 4.827644 -0.025551 0.0 0.0 0.0 0.1368
H -3.137550 3.308430 -0.695723 0.0 0.0 0.0 0.1102
H -2.066400 3.494265 -2.047567 0.0 0.0 0.0 0.1313
H -1.668393 1.342389 -1.999795 0.0 0.0 -0.1 0.0480
H -3.984669 1.287465 -1.613501 0.0 0.0 0.0 0.1342
H -3.107551 -0.136346 -1.093860 0.0 0.0 0.0 0.0622
H -4.197777 2.070076 0.716579 0.0 0.0 0.0 0.0779
H -4.701350 0.401946 0.593660 0.0 0.0 0.0 0.0915
H -3.609297 2.334418 3.165976 0.0 0.0 0.0 0.1005
H -1.985934 1.895387 3.633940 0.1 0.0 0.1 0.0401
H -2.899614 3.740150 1.395819 0.0 0.0 0.0 0.1034
H -1.864885 4.138668 2.733667 0.0 0.0 0.0 0.1349
H -0.093723 3.458826 1.574683 0.0 0.1 0.0 0.0942
C 2.310158 0.635044 -2.351152 0.0 0.0 0.1 -0.1060
N 1.257821 1.571251 -1.908254 0.1 -0.1 0.0 -0.0666
C 1.713016 2.968962 -1.960053 0.0 0.0 0.1 -0.1248
C 2.140689 3.463446 -0.612815 0.1 0.1 0.0 -0.3454
N 2.227231 2.737870 0.469123 -0.3 -0.1 0.0 0.1459
C 2.719840 3.608278 1.450034 0.1 0.0 0.0 -0.2254
C 3.121404 3.366325 2.767614 0.0 0.0 0.0 -0.0340
C 3.593581 4.434026 3.505935 0.0 0.0 0.0 -0.0615
C 3.691562 5.720667 2.957023 0.0 0.0 0.0 -0.0609
C 3.348430 5.970135 1.643570 0.0 0.0 0.0 0.0023
C 2.872116 4.889366 0.909865 0.0 0.0 0.0 -0.1803
N 2.495885 4.760951 -0.418657 0.0 0.0 0.0 0.1807
C 2.619301 -0.434907 -1.360244 0.0 -0.2 0.1 -0.3221
N 2.348671 -0.383393 -0.072869 -0.3 -0.1 0.0 0.0791
C 3.014642 -1.487473 0.485792 0.1 0.0 -0.1 -0.2190
C 3.128593 -1.923931 1.806254 0.0 0.0 0.0 -0.0183
C 3.860165 -3.066729 2.045626 0.0 0.0 0.1 -0.0562
C 4.466023 -3.785037 1.004626 0.0 -0.1 0.0 -0.0601
C 4.368725 -3.368501 -0.306113 0.0 0.0 0.0 -0.0014
C 3.643413 -2.203903 -0.532401 0.0 0.0 0.0 -0.1763
N 3.362269 -1.506317 -1.698365 0.1 0.1 0.1 0.2001
H 3.240141 1.186876 -2.497007 0.1 0.0 -0.1 0.1382
H 2.063891 0.187310 -3.316028 0.0 -0.1 0.0 0.1151
H 0.490521 1.487262 -2.558794 -0.1 0.0 -0.1 0.0555
H 0.920982 3.604820 -2.359845 -0.1 0.0 0.0 0.1284
H 2.551790 3.078349 -2.651943 0.0 0.0 -0.1 0.1340
H 3.129050 2.366757 3.186765 0.1 0.1 0.0 0.1084
H 3.920036 4.272699 4.525578 0.0 0.0 0.0 0.1149
H 4.069828 6.528486 3.570190 0.0 0.0 0.0 0.1164
H 3.459047 6.955836 1.207842 0.0 -0.1 0.0 0.1214
H 2.546989 5.477586 -1.123213 0.0 0.0 0.0 0.1755
H 2.636744 -1.420923 2.626955 0.0 0.0 0.0 0.1015
H 3.960666 -3.428969 3.060964 0.0 0.0 0.0 0.1160
H 5.024559 -4.682705 1.238340 0.0 0.0 0.0 0.1143
H 4.839831 -3.915271 -1.113544 0.0 0.0 0.0 0.1186
H 3.640832 -1.762435 -2.631124 0.0 0.0 -0.1 0.1643
N 0.945389 0.964399 2.682917 0.0 0.0 -0.1 0.0297
C 0.165550 0.647937 3.854801 -0.1 0.0 0.0 -0.2647
C 0.084975 1.603125 4.862261 0.0 0.0 0.0 -0.0486
C -0.734950 1.399165 5.959608 0.0 0.0 0.0 -0.0705
C -1.480099 0.231512 6.037817 0.0 0.0 0.0 -0.0577
C -1.355977 -0.734298 5.053127 0.0 0.0 0.0 -0.0236
C -0.509529 -0.571394 3.950829 0.0 0.0 0.0 -0.1707
C -0.275731 -1.697862 2.998941 0.0 0.0 0.0 -0.2227
C -0.214031 -2.978978 3.564456 0.0 0.0 0.0 -0.0295
C 0.052523 -4.094999 2.788872 0.0 0.0 0.0 -0.0601
C 0.295283 -3.931876 1.434599 0.0 0.0 -0.1 -0.0751
C 0.253884 -2.656856 0.892170 -0.1 -0.1 0.1 -0.2031
C -0.053353 -1.501198 1.619679 0.0 -0.1 0.1 -0.2616
H 1.356527 1.881386 2.808774 0.0 0.0 0.0 0.0320
H 1.719952 0.314092 2.600535 0.2 -0.1 -0.1 0.0716
H 0.667749 2.516966 4.778670 0.0 0.0 0.0 0.1158
H -0.793885 2.145567 6.741302 0.0 0.0 0.0 0.1148
H -2.144027 0.063393 6.876723 0.0 0.0 0.0 0.1153
H -1.932446 -1.648187 5.132207 0.0 0.0 0.0 0.1218
H -0.344983 -3.102841 4.634034 0.0 0.0 -0.1 0.1138
H 0.098882 -5.076173 3.246153 0.0 0.0 0.0 0.1117
H 0.544910 -4.789384 0.816426 0.0 0.0 0.0 0.1071
H 0.511023 -2.565712 -0.158912 0.0 0.0 0.0 0.0322
C 2.289717 -4.203122 -3.983795 0.0 0.0 0.0 -0.0737
C 1.631605 -4.585067 -2.823742 0.0 0.0 0.0 -0.0575
C 0.613508 -3.799049 -2.303830 0.0 0.0 0.0 -0.0986
C 0.243004 -2.602632 -2.923547 0.0 0.1 0.0 -0.3492
C 0.892662 -2.245109 -4.105324 0.0 0.0 0.0 -0.1088
C 1.904297 -3.038419 -4.632044 0.0 0.0 0.0 -0.0794
P -0.991677 -1.512960 -2.088623 0.1 -0.1 -0.1 1.0967
C -1.807595 -0.611642 -3.472605 0.0 0.1 0.1 -0.3663
C -3.171386 -0.727671 -3.738442 0.0 -0.1 -0.1 -0.0840
C -3.780831 0.065876 -4.702958 0.0 0.0 0.0 -0.0489
C -3.047308 1.003973 -5.412849 0.0 0.0 0.0 -0.0571
C -1.691359 1.146886 -5.151803 0.0 0.0 0.0 -0.0629
C -1.086637 0.352850 -4.188319 0.0 0.0 0.0 -0.1530
C -2.253469 -2.706757 -1.542882 0.0 0.0 -0.1 -0.3938
C -2.760538 -2.643823 -0.248682 -0.1 0.0 0.0 -0.1070
C -3.722306 -3.551514 0.174819 0.0 0.0 0.1 -0.0507
C -4.179476 -4.529804 -0.692879 0.0 0.0 0.0 -0.0530
C -3.673335 -4.606742 -1.986698 0.0 0.0 0.0 -0.0533
C -2.714089 -3.703009 -2.409918 0.0 0.0 0.0 -0.0935
H 3.073753 -4.825042 -4.397657 0.0 0.0 0.0 0.1139
H 1.898143 -5.509333 -2.325911 0.0 0.0 0.0 0.1172
H 0.092708 -4.133609 -1.416083 0.0 0.0 0.0 0.0911
H 0.592691 -1.370694 -4.661967 0.0 0.0 0.0 0.0815
H 2.372350 -2.757295 -5.568810 0.0 0.0 0.0 0.1133
H -3.772487 -1.446401 -3.195916 0.0 0.0 0.0 0.1075
H -4.838797 -0.057075 -4.899991 0.0 0.0 0.0 0.1186
H -3.526181 1.618110 -6.164693 0.0 0.0 0.0 0.1162
H -1.102634 1.868637 -5.705214 0.0 0.0 0.0 0.1133
H -0.022427 0.474179 -4.020773 0.0 0.0 0.0 0.0677
H -2.380072 -1.910307 0.449109 0.0 0.0 0.1 0.0578
H -4.100744 -3.499331 1.188709 0.0 0.0 0.0 0.1152
H -4.927398 -5.240294 -0.362912 0.0 0.0 0.0 0.1154
H -4.024138 -5.376318 -2.662819 0.0 0.0 0.0 0.1154
H -2.316154 -3.773865 -3.416491 0.0 0.0 0.0 0.1211
```
Forces are in eV/Å.

Computed properties:
HOMO level in eV: -12.44
Orbital gap in eV: 8.341
Multiplicity: 1
Total energy in eV: -87882.024
Largest force on an atom in eV Å⁻¹: 1.02
Energy above the lowest of the compared OMol25 structures with the same formula, charge and spin in kcal/mol: 6.4
E_LUMO in eV: -4.1
Charge: +2

DFT (the ωB97M-V functional and the def2-TZVPD basis) results for an isolated molecule of C6H12O in a non-equilibrium geometry.

The geometry in XYZ format:
```
19
Properties=species:S:1:pos:R:3:forces:R:3:lowdin_charge:R:1
C 2.328680 0.139601 -0.177208 0.1 0.0 0.0 -0.0413
C 0.988276 -0.364689 0.335621 0.0 0.1 -0.4 -0.4437
O 1.194890 -0.860723 1.646053 -0.3 -0.1 0.2 -0.0242
C -0.015147 0.770513 0.257290 0.2 0.1 0.0 -0.2310
C -0.574830 0.951760 -1.117076 0.2 -0.1 -0.4 -0.0983
C -1.471901 0.485606 0.013662 -0.2 0.3 -0.8 -0.2797
C -2.013029 -0.920228 0.166063 0.0 -0.1 -0.1 -0.0652
H 2.240180 0.456321 -1.221916 0.0 -0.1 0.2 0.0830
H 3.087192 -0.643666 -0.106353 -0.1 0.1 0.0 0.0826
H 2.655959 0.999238 0.417556 0.0 -0.1 -0.1 0.0872
H 0.652571 -1.178422 -0.328699 0.1 0.1 0.2 0.1344
H 0.332056 -1.116403 1.995019 0.2 0.0 0.0 0.0848
H 0.302982 1.644640 0.825994 -0.2 -0.1 -0.2 0.1466
H -0.346250 0.251495 -1.911568 0.4 0.0 0.1 0.1098
H -0.684724 1.990706 -1.426267 -0.3 -0.4 -0.1 0.1065
H -2.204225 1.281810 -0.001740 -0.1 0.0 1.5 0.1243
H -1.437252 -1.629929 -0.433559 -0.2 0.0 0.0 0.0739
H -3.060166 -0.981626 -0.139075 0.1 0.0 -0.1 0.0744
H -1.975259 -1.276000 1.206194 0.0 0.2 -0.2 0.0759
```
Forces are in eV/Å.

Computed properties:
HOMO level in eV: -9.92
Orbital gap in eV: 10.930
Multiplicity: 1
SMILES: C[C@@H]1C[C@@H]1[C@@H](C)O
Total energy in eV: -8462.937
Largest force on an atom in eV Å⁻¹: 1.53
Energy above the lowest of the compared OMol25 structures with the same formula, charge and spin in kcal/mol: 32.7
E_LUMO in eV: 1.0
Charge: 0

- Look up the multiplicity of the third one.
  1